2 unconnected molecules or ions with the total composition C10H17N at a distorted geometry. Source: OMol25; level of theory: the ωB97M-V functional and the def2-TZVPD basis.

The geometry in XYZ format:
```
28
Properties=species:S:1:pos:R:3:mulliken_charge:R:1
C -3.325 -0.704 0.803 -0.29
C -2.231 -0.019 1.390 -1.14
C -1.260 0.529 0.519 0.40
N -1.240 0.335 -0.811 -0.16
C -2.258 -0.280 -1.380 -0.41
C -3.332 -0.737 -0.577 -0.54
H -4.109 -1.080 1.470 0.38
H -2.127 0.203 2.430 0.42
H -0.541 1.287 0.915 -0.02
H -2.233 -0.398 -2.413 0.47
H -4.098 -1.192 -1.150 0.38
C 2.259 -2.373 -0.282 -1.17
C 2.252 -0.997 0.540 -0.58
C 1.456 0.087 -0.173 0.13
C 1.367 1.482 0.465 -0.72
C 0.716 2.447 -0.556 -0.90
H 1.263 -2.911 -0.508 0.26
H 2.622 -2.179 -1.322 0.28
H 2.923 -3.123 0.090 0.40
H 3.271 -0.662 0.576 0.31
H 1.839 -1.185 1.488 0.36
H 1.717 0.306 -1.230 0.32
H 0.442 -0.187 -0.198 -0.06
H 2.300 1.838 0.767 0.55
H 0.816 1.552 1.498 0.37
H -0.359 2.322 -0.432 0.30
H 0.926 3.420 -0.175 0.41
H 0.945 2.218 -1.745 0.25
```

Values from the calculation:
2S+1	1
energy relative to the best compared isomer or geometry (same formula, charge and spin)	90.3	kcal/mol
LUMO	0.915	eV
gap between HOMO and LUMO	10.2	eV
SMILES	c1ccncc1.CCCCC
HOMO level	-9.3126	eV

13 unconnected molecules or ions with the total composition C50H54Cl10NO26 at a distorted geometry. Source: OMol25; level of theory: the ωB97M-V functional and the def2-TZVPD basis.

The geometry in XYZ format:
```
141
Properties=species:S:1:pos:R:3:mulliken_charge:R:1
C 1.115 -3.065 0.704 -1.20
C 1.045 -1.522 0.591 1.35
C 1.948 -0.989 -0.575 -0.55
C 1.726 0.494 -0.866 -0.43
C 0.341 0.750 -1.407 -0.22
C -0.746 0.302 -0.297 1.58
N -0.437 -1.135 0.214 1.22
O -1.419 -1.669 0.991 -0.31
C -2.090 0.211 -0.989 -1.17
C -0.880 1.451 0.811 -1.51
C 1.394 -0.912 2.021 -0.85
H 0.879 -3.500 -0.268 0.00
H 0.286 -3.479 1.278 0.42
H 2.092 -3.465 0.972 0.15
H 1.852 -1.549 -1.505 0.31
H 2.993 -1.175 -0.327 -0.30
H 2.369 0.876 -1.660 -0.13
H 1.949 1.045 0.047 0.63
H 0.173 0.068 -2.240 -0.64
H 0.152 1.778 -1.717 0.55
H -2.083 -0.552 -1.767 0.01
H -2.528 1.134 -1.370 0.23
H -2.817 -0.179 -0.277 0.30
H 0.096 1.673 1.242 0.37
H -1.629 1.280 1.584 0.22
H -1.132 2.402 0.342 0.35
H 2.302 -1.416 2.353 0.41
H 0.597 -1.012 2.757 -0.13
H 1.825 0.079 1.877 0.37
C -1.926 -0.762 -5.067 -0.39
C -2.259 -1.803 -5.907 -0.02
C -3.346 -1.692 -6.870 0.92
O -3.729 -2.510 -7.708 -0.60
C -4.115 -0.425 -6.825 -0.65
C -3.860 0.537 -5.996 0.23
C -2.747 0.451 -4.940 -0.10
O -2.546 1.199 -3.993 -0.40
O -4.689 1.653 -5.878 -0.58
O -1.496 -2.895 -6.023 -0.48
H -1.049 -0.918 -4.456 0.60
H -4.876 -0.393 -7.591 0.47
H -4.434 2.070 -5.051 0.43
H -1.892 -3.392 -6.743 0.34
C -6.919 1.525 3.552 -0.75
C -6.304 2.339 4.400 0.41
C -4.878 2.259 4.787 0.26
O -4.285 2.973 5.601 -0.60
C -4.137 1.243 3.994 -0.57
C -4.712 0.408 3.109 0.02
C -6.213 0.446 2.839 0.54
O -6.835 -0.380 2.245 -0.55
O -3.955 -0.354 2.318 -0.26
O -6.987 3.326 5.053 -0.52
H -7.961 1.711 3.337 0.45
H -3.071 1.221 4.166 0.94
H -4.425 -1.032 1.827 0.28
H -6.396 4.067 5.202 0.32
C 1.830 1.470 -7.930 -0.65
C 1.752 0.954 -6.682 0.30
C 1.633 1.826 -5.450 0.52
O 1.359 1.457 -4.269 -0.06
C 1.769 3.237 -5.783 -0.54
C 1.986 3.685 -7.053 0.10
C 1.913 2.901 -8.244 0.48
O 1.964 3.415 -9.330 -0.57
O 2.090 5.087 -7.211 -0.53
O 1.553 -0.390 -6.519 -0.49
H 1.904 0.737 -8.720 0.50
H 1.649 3.891 -4.933 0.52
H 1.835 5.338 -8.102 0.35
H 1.528 -0.630 -5.590 0.19
C -0.918 -5.739 5.828 -1.01
C -0.556 -6.702 4.929 0.49
C 0.449 -6.458 3.879 0.62
O 0.616 -7.284 2.942 -0.64
C 1.116 -5.154 3.977 -0.44
C 0.739 -4.195 4.872 0.48
C -0.274 -4.427 5.900 0.67
O -0.634 -3.495 6.675 -0.64
O 1.389 -2.978 4.869 -0.17
O -1.019 -7.993 4.971 -0.51
H -1.729 -5.916 6.519 0.45
H 1.926 -5.032 3.274 0.31
H 1.053 -2.474 5.614 0.06
H -0.543 -8.595 4.395 0.34
C -2.433 5.467 -1.575 -0.81
C -2.769 4.501 -2.479 0.36
C -4.020 4.467 -3.321 0.71
O -4.344 3.637 -4.188 -0.63
C -4.811 5.645 -3.116 -0.79
C -4.428 6.674 -2.311 0.18
C -3.308 6.618 -1.359 0.76
O -3.139 7.426 -0.391 -0.61
O -5.192 7.819 -2.234 -0.52
O -1.950 3.431 -2.715 -0.14
H -1.610 5.425 -0.877 0.49
H -5.755 5.693 -3.638 0.46
H -4.938 8.374 -1.493 0.35
H -2.401 2.660 -3.069 0.37
C 3.349 -0.230 5.811 -0.55
C 3.058 -0.234 7.118 0.32
C 4.035 0.030 8.166 0.82
O 3.683 0.199 9.331 -0.59
C 5.490 0.045 7.654 -0.81
C 5.772 0.129 6.320 0.35
C 4.713 -0.006 5.243 0.59
O 4.895 0.082 4.022 -0.61
O 7.075 0.310 5.970 -0.55
O 1.750 -0.352 7.485 -0.45
H 2.576 -0.314 5.061 0.39
H 6.307 0.249 8.331 0.42
H 7.126 0.170 5.022 0.34
H 1.816 -0.175 8.427 0.35
O 2.123 -1.580 -4.140 -0.64
H 2.489 -2.436 -3.917 0.13
H 2.883 -1.000 -4.190 0.31
C 5.575 -1.955 -1.880 -0.40
Cl 5.506 -0.602 -0.639 -0.14
Cl 4.498 -3.369 -1.559 -0.11
H 5.358 -1.623 -2.895 0.29
H 6.612 -2.290 -1.911 0.42
C 5.828 -2.650 2.560 0.16
Cl 7.273 -3.685 1.995 -0.19
Cl 4.439 -3.653 2.823 -0.07
H 6.077 -2.194 3.518 0.13
H 5.577 -1.906 1.804 -0.07
C -0.201 -4.640 -3.184 -0.57
Cl 1.548 -4.590 -3.103 -0.13
Cl -0.881 -3.284 -2.422 0.03
H -0.553 -4.777 -4.207 0.29
H -0.477 -5.536 -2.628 0.42
C 4.518 4.645 -2.297 -0.50
Cl 3.623 3.136 -1.954 0.02
Cl 3.803 5.713 -3.548 -0.13
H 4.583 5.238 -1.384 0.33
H 5.497 4.231 -2.541 0.33
C -2.539 -0.975 5.957 -0.37
Cl -1.034 -0.796 4.962 -0.09
Cl -2.558 0.511 6.964 -0.15
H -3.401 -1.144 5.313 0.19
H -2.429 -1.864 6.578 0.38
```

Values from the calculation:
2S+1	1
LUMO	-6.508	eV
net charge	+1
gap between HOMO and LUMO	4.8	eV
HOMO level	-11.3135	eV

A molecular structure, H31O16 at a distorted geometry. Source: OMol25; level of theory: the ωB97M-V functional and the def2-TZVPD basis.

The geometry in XYZ format:
```
47
Properties=species:S:1:pos:R:3:mulliken_charge:R:1
O 4.642 -2.224 2.691 -0.67
H -0.356 -0.133 3.866 0.31
H 3.901 3.168 2.931 0.31
O -4.169 0.074 -0.103 -0.64
H 5.304 -1.508 2.662 0.32
H 3.626 -1.895 2.333 0.35
O 0.307 -1.957 -3.936 -0.61
H -3.391 -0.167 0.443 0.40
H 4.060 3.580 1.478 0.32
O 4.496 3.191 2.210 -0.62
H -1.302 2.762 -0.218 0.22
H -4.703 -0.839 -0.117 0.34
O 0.617 0.242 4.137 -0.58
H -3.973 3.720 -2.177 0.33
H -3.853 1.223 -3.138 0.29
O -0.079 -2.565 0.317 -0.81
H -0.193 -2.099 1.435 0.43
H -1.374 0.591 1.545 0.19
O -0.068 3.549 1.541 -0.63
H 0.580 3.496 2.298 0.28
H -0.052 2.578 1.279 0.36
O 1.519 -4.399 0.245 -0.71
H 1.555 -4.662 -0.657 0.24
H -0.324 -1.311 -3.717 0.34
O 1.085 0.939 -2.517 -0.63
H 0.670 0.394 -1.850 0.26
O -3.977 4.224 -1.263 -0.65
H 0.229 0.742 4.864 0.27
H -3.340 3.800 -0.735 0.31
O 0.087 -1.447 2.518 -0.94
H 0.611 -2.478 -3.222 0.29
H 0.863 -1.072 2.191 0.28
O -3.374 0.479 -3.639 -0.66
H -1.804 1.399 0.330 0.33
H -1.637 -1.312 -0.915 0.33
O 3.338 -1.427 -2.504 -0.62
H -1.004 -0.730 1.887 0.29
H 0.072 -1.931 -0.330 0.31
O -1.204 -0.967 -1.776 -0.57
H -2.799 0.161 -2.893 0.40
H 3.447 -1.402 -1.533 0.31
O -1.216 1.875 -0.185 -0.48
H 1.677 0.439 -3.135 0.33
H 1.130 -3.430 0.349 0.39
O -1.778 -0.213 1.237 -0.78
H 2.820 -2.164 -2.850 0.29
H -0.665 -0.298 -1.377 0.15
```

Values from the calculation:
2S+1	1
energy relative to the best compared isomer or geometry (same formula, charge and spin)	139.0	kcal/mol
LUMO	1.979	eV
net charge	-1
gap between HOMO and LUMO	8.7	eV
HOMO level	-6.6714	eV

2 unconnected molecules or ions with the total composition CH5BrSi at a distorted geometry. Source: OMol25; level of theory: the ωB97M-V functional and the def2-TZVPD basis.

The geometry in XYZ format:
```
8
Properties=species:S:1:pos:R:3:mulliken_charge:R:1
C 1.529 1.173 -0.020 -0.96
Si -1.120 -1.247 0.032 0.31
Br -2.678 0.345 -0.034 -0.19
H 0.941 1.995 -0.371 0.32
H 1.708 1.059 1.028 0.33
H 2.144 0.635 -0.711 0.32
H -1.306 -1.960 1.282 -0.07
H -1.218 -1.999 -1.205 -0.07
```

Values from the calculation:
2S+1	1
energy relative to the best compared isomer or geometry (same formula, charge and spin)	82.0	kcal/mol
LUMO (spin up / spin down)	-0.950 / 0.019	eV
gap between HOMO and LUMO (spin up / spin down)	8.0 / 8.0	eV
HOMO level (spin up / spin down)	-8.9716 / -8.0165	eV

Q: What is the 2S+1 in the third record?
A: 1

Q: What is the 2S+1 in the second record?
A: 1

Q: Which value of 2S+1 does entry 2 give?
A: 1